{
  "formula": "C8H9BrFeNO3S3Sb",
  "method": "wB97M-V/def2-TZVPD",
  "e_lumo_ev": [-0.48, -0.47],
  "homo_energy_ev": [-8.27, -8.32],
  "gap_ev": [7.786, 7.851],
  "total_charge": 0,
  "symbols": ["Fe", "S", "Sb", "S", "S", "Br", "C", "C", "C", "C", "C", "N", "C", "O", "O", "H", "H", "H", "C", "C", "O", "H", "H", "H", "H", "H", "H"],
  "xyz": [[0.437575, -0.349177, 0.203347], [1.479027, -1.614620, -1.597416], [2.511549, -2.693254, 0.129639], [2.265658, -0.818175, 1.756733], [0.759013, -2.288605, 1.822891], [3.016885, 1.442846, -1.846598], [1.703807, 2.377872, -0.874918], [1.752357, 3.764603, -0.932392], [0.832063, 4.491499, -0.203438], [-0.084136, 3.803997, 0.576366], [-0.052037, 2.426377, 0.577962], [0.810732, 1.699646, -0.164421], [-1.005849, 1.657974, 1.486447], [-1.905191, 2.265736, 2.033663], [-0.738906, 0.404314, 1.579654], [2.507249, 4.241907, -1.538275], [0.842680, 5.572821, -0.233651], [-0.825109, 4.290688, 1.193401], [-2.209657, 0.963466, -1.775830], [-2.040821, -0.541360, -1.739078], [-1.414031, -0.990842, -0.523281], [-2.730052, 1.260512, -2.687461], [-1.236884, 1.454232, -1.768621], [-2.793673, 1.317034, -0.922652], [-1.391248, -0.890820, -2.539829], [-3.003138, -1.047730, -1.835557], [-1.941463, -0.705940, 0.242315]],
  "atomic_forces_ev_per_a": [[0.07, -0.33, 0.28], [0.00, -0.01, 0.09], [0.01, 0.04, -0.01], [-0.06, 0.05, -0.11], [-0.01, 0.05, -0.13], [0.00, -0.02, 0.00], [0.03, 0.03, -0.09], [0.00, 0.01, 0.00], [-0.03, -0.08, 0.02], [0.03, 0.06, -0.03], [-0.07, -0.06, 0.10], [-0.14, -0.02, 0.08], [0.07, -0.06, -0.08], [-0.02, 0.02, 0.03], [0.06, 0.03, -0.12], [0.00, 0.00, 0.00], [0.00, 0.00, 0.00], [0.00, 0.00, 0.00], [0.02, -0.06, -0.03], [0.00, -0.01, -0.01], [0.02, 0.33, 0.03], [-0.01, -0.02, 0.00], [-0.02, 0.04, 0.01], [0.02, 0.01, -0.01], [0.01, 0.00, 0.01], [0.01, -0.02, 0.03], [0.00, 0.00, -0.05]]
}